Molecular formula: C2H14O4S
Method: DFT, ωB97M-V/def2-TZVPD

Positions of all 21 atoms, in Å:
1 S 3.06 -1.10 0.75
2 O -1.96 1.51 -2.62
3 O -1.20 0.35 2.51
4 O 1.79 1.01 3.54
5 O -4.22 -0.76 -1.95
6 C 1.81 -1.26 -0.59
7 C 1.48 0.02 -1.39
8 H -2.12 0.60 -2.38
9 H 0.41 0.07 -1.55
10 H 2.41 -0.12 1.41
11 H 2.19 -0.10 -2.22
12 H -1.01 0.16 3.42
13 H 1.78 1.03 -1.10
14 H 0.94 -1.74 -0.15
15 H -0.33 0.58 2.16
16 H -2.74 1.63 -3.18
17 H 2.04 0.09 3.51
18 H -3.98 -1.19 -1.13
19 H -5.04 -0.30 -1.80
20 H 2.45 1.54 4.00
21 H 2.25 -2.02 -1.24

Computed properties:
total energy	-783.70427	Eh
lowest unoccupied orbital energy	0.459	eV
SMILES	CCS.O.O.O.O
ΔE to the lowest compared entry with this formula, charge and spin	1.334	eV
maximum force	1.407	eV/A

Molecular formula: C21H35BBrFN3O7
Method: DFT, ωB97M-V/def2-TZVPD

Positions of all 69 atoms, in Å:
1 Br -4.32 2.34 2.03
2 F 4.61 -0.76 3.77
3 O 5.55 0.63 0.09
4 O -0.94 0.98 -2.03
5 O -3.37 0.29 -3.25
6 O 3.92 1.10 2.58
7 O 0.17 3.00 -1.20
8 O -1.62 -1.29 0.72
9 O 1.06 0.24 2.94
10 N 0.01 1.05 0.41
11 N -0.06 -4.25 -3.48
12 N 2.85 -0.97 2.08
13 C -5.73 -0.03 -2.88
14 C -1.31 1.11 1.13
15 C -1.31 2.33 2.22
16 C -1.81 -0.29 1.75
17 C -1.13 -2.20 -2.10
18 C 0.20 -2.63 1.65
19 C -0.21 -1.57 0.47
20 C 0.74 -0.25 0.45
21 C 3.79 -0.11 2.80
22 C 0.82 -4.52 -2.39
23 C -0.17 -2.43 -0.87
24 C -2.63 3.79 3.89
25 C 0.79 -3.64 -1.13
26 C 3.09 0.63 -0.60
27 C -2.63 2.34 3.14
28 C -0.95 -3.17 -3.28
29 C 1.53 -0.28 1.89
30 C 1.89 -0.45 -0.64
31 C 6.00 1.79 -0.66
32 C -4.43 -0.66 -3.33
33 C 4.52 -0.11 -0.62
34 B -0.26 1.63 -0.96
35 H -1.68 -2.99 -4.16
36 H 2.64 -1.76 2.71
37 H -0.41 1.15 -2.84
38 H -5.65 0.33 -1.85
39 H 6.52 2.48 0.10
40 H 5.15 2.37 -1.17
41 H -2.13 1.42 0.38
42 H 2.39 -1.47 -0.41
43 H -2.82 4.55 3.04
44 H -3.54 3.90 4.59
45 H -3.30 0.58 -2.33
46 H -0.44 -3.57 1.41
47 H 1.29 -2.98 1.58
48 H 2.98 1.42 0.24
49 H -0.41 3.35 -1.92
50 H -4.50 -1.00 -4.36
51 H -1.92 -1.38 -2.08
52 H -1.39 -0.55 2.77
53 H -1.64 4.02 4.40
54 H -6.55 -0.74 -2.94
55 H -5.97 0.84 -3.50
56 H 1.53 -3.91 -0.29
57 H -1.39 3.28 1.57
58 H 1.56 -5.40 -2.44
59 H -0.33 2.42 2.79
60 H -2.95 -0.19 1.89
61 H -2.64 1.53 3.95
62 H 6.73 1.44 -1.47
63 H 1.55 -0.52 -1.72
64 H -0.12 -2.29 2.69
65 H 4.48 -1.14 -0.11
66 H -4.18 -1.52 -2.70
67 H 0.63 1.75 0.90
68 H 3.03 1.25 -1.59
69 H 4.82 -0.33 -1.71

Computed properties:
total energy	-4210.47927	Eh
total charge	+1
lowest unoccupied orbital energy	-3.652	eV
maximum force	5.197	eV/A

Molecular formula: C3H5NO2
Method: DFT, ωB97M-V/def2-TZVPD

Positions of all 11 atoms, in Å:
1 O -2.21 -0.81 0.22
2 O -0.91 1.20 0.12
3 N 2.15 -0.56 0.22
4 C 0.04 0.33 0.55
5 C -1.16 -0.07 -0.36
6 C 1.43 0.43 -0.05
7 H -2.76 -0.27 0.66
8 H -1.06 -0.34 -1.49
9 H 0.00 -0.38 1.45
10 H 1.56 1.12 -0.92
11 H 2.94 -0.66 -0.40

Computed properties:
total energy	-322.44435	Eh
lowest unoccupied orbital energy	0.972	eV
SMILES	[H]/N=C/[C@H]1O[C@@H]1O
ΔE to the lowest compared entry with this formula, charge and spin	3.537	eV
maximum force	5.047	eV/A

Molecular formula: C3H7NO3
Method: DFT, ωB97M-V/def2-TZVPD

Positions of all 14 atoms, in Å:
1 O -1.80 -0.91 -0.84
2 O -2.09 1.36 -0.44
3 O -2.04 -0.14 1.30
4 N 1.28 1.79 0.02
5 C -1.62 0.16 0.02
6 C 0.96 0.60 0.08
7 C 1.82 -0.58 0.11
8 H -1.70 -0.60 -1.74
9 H 2.75 -0.39 -0.44
10 H -2.15 -1.09 1.38
11 H 1.31 -1.44 -0.32
12 H 0.56 2.51 -0.01
13 H -2.67 1.75 0.22
14 H 2.07 -0.81 1.15

Computed properties:
total energy	-398.86632	Eh
lowest unoccupied orbital energy (alpha / beta)	0.421 / 0.645	eV
ΔE to the lowest compared entry with this formula, charge and spin	4.662	eV
maximum force	2.424	eV/A

Molecular formula: C65H142F2N8O10S2
Method: DFT, ωB97M-V/def2-TZVPD

Positions of all 229 atoms, in Å:
1 S 0.56 0.99 0.25
2 S -0.52 -1.00 0.40
3 F -0.62 -2.33 1.39
4 F 1.12 2.09 1.26
5 O -1.97 -0.70 0.43
6 O 1.17 -6.77 0.09
7 O -1.21 5.00 -0.64
8 O 0.04 -1.64 -0.81
9 O 1.64 0.90 -0.70
10 O 0.97 5.36 -0.98
11 O -0.41 5.81 -2.63
12 O 0.22 -5.65 1.68
13 O 0.30 -4.86 -0.34
14 O -0.67 1.60 -0.26
15 N 4.54 6.91 0.72
16 N -0.20 -5.96 -4.76
17 N -1.78 1.02 4.62
18 N 0.35 -0.23 1.38
19 N 3.59 -2.46 1.97
20 N 2.48 2.67 -4.12
21 N -4.94 3.66 -0.55
22 N -4.37 -4.83 1.95
23 C 4.26 -1.11 -1.64
24 C 0.42 1.77 5.60
25 C -5.49 0.70 -0.39
26 C -1.21 1.02 -4.66
27 C 3.53 -4.63 4.16
28 C -4.39 3.72 0.88
29 C -4.84 5.02 -1.30
30 C 4.49 8.52 -1.26
31 C -6.42 3.25 -0.59
32 C -0.08 3.14 5.88
33 C -0.27 1.05 4.38
34 C 0.24 1.51 -4.96
35 C -3.15 -5.23 4.27
36 C -4.07 2.64 -1.36
37 C -2.44 2.31 5.09
38 C 3.20 4.25 3.21
39 C 3.41 -2.16 0.47
40 C -3.38 -5.73 1.18
41 C 4.45 -1.21 -0.17
42 C -1.67 -2.39 6.66
43 C 4.77 -3.41 2.20
44 C 3.65 5.81 1.32
45 C -5.47 7.60 -1.20
46 C -3.89 -3.39 1.80
47 C 5.91 6.46 0.16
48 C -4.40 -5.20 3.43
49 C -3.34 -5.83 5.59
50 C 6.69 7.53 -0.53
51 C 3.66 7.49 -0.47
52 C -0.36 -5.40 -6.25
53 C 1.62 -3.83 -3.46
54 C 4.27 4.93 2.38
55 C -6.58 1.81 0.08
56 C 0.06 -3.59 -3.76
57 C 3.73 -1.06 2.65
58 C 3.67 4.87 -4.78
59 C 5.92 8.24 -1.69
60 C -2.08 -0.13 5.68
61 C -0.71 -4.87 -3.75
62 C -5.84 -4.91 1.44
63 C -5.83 -4.94 -0.09
64 C 4.68 2.63 -5.42
65 C 2.19 -4.91 -4.49
66 C -1.55 -9.77 -5.06
67 C -1.65 3.11 6.11
68 C 1.14 1.98 -3.76
69 C 2.29 -3.87 3.69
70 C -5.73 6.18 -0.67
71 C 2.28 -3.15 2.36
72 C -1.05 -7.29 -4.54
73 C -3.40 -5.60 -0.41
74 C -4.88 -5.83 -0.88
75 C 1.28 -6.21 -4.45
76 C -2.39 0.49 3.29
77 C -0.20 5.47 -1.44
78 C 3.30 1.93 -5.19
79 C -0.63 -8.55 -5.36
80 C -1.23 -1.48 5.52
81 C 4.63 4.20 -5.78
82 C 3.20 2.64 -2.75
83 C 4.61 8.06 1.83
84 C 0.62 -5.76 0.44
85 C 4.83 -3.84 3.72
86 C 2.28 4.12 -4.59
87 C -4.08 1.27 -0.71
88 H 5.70 -3.08 1.74
89 H -3.12 3.19 -1.37
90 H 3.02 -0.35 2.21
91 H 1.72 -6.92 -5.15
92 H -3.15 -0.36 5.65
93 H 4.88 4.14 1.94
94 H 5.41 2.63 -4.61
95 H 7.54 7.06 -1.02
96 H 5.57 5.69 -0.53
97 H 0.04 3.78 5.00
98 H 3.37 1.57 -2.64
99 H -5.16 4.78 -2.31
100 H 0.57 3.51 6.67
101 H -1.81 0.34 6.62
102 H 7.05 8.29 0.16
103 H -3.42 4.19 0.77
104 H 0.06 -3.02 -4.69
105 H -1.71 1.87 -4.19
106 H 4.61 -4.23 1.50
107 H 4.19 5.05 -3.84
108 H -6.66 1.81 1.17
109 H 0.41 1.17 6.51
110 H -6.32 -5.78 1.89
111 H 1.46 1.81 5.27
112 H 3.59 8.35 2.09
113 H -1.76 0.71 -5.55
114 H -4.91 -5.49 -1.91
115 H 4.52 9.46 -0.70
116 H 2.13 -4.63 -5.55
117 H -3.33 -0.01 3.54
118 H -2.34 -5.65 3.67
119 H 1.67 4.25 -5.48
120 H -0.05 1.72 3.54
121 H 3.89 8.78 -2.13
122 H -4.39 2.66 -2.40
123 H -5.74 0.13 -1.28
124 H -1.78 -4.68 -3.90
125 H -5.86 -3.89 -0.36
126 H -0.38 -3.02 -2.94
127 H 3.29 5.24 0.46
128 H -3.42 1.15 0.15
129 H 4.98 9.00 1.42
130 H -7.57 1.45 -0.19
131 H 3.23 -5.22 -4.35
132 H 3.52 6.64 -1.13
133 H -0.92 -7.59 -3.50
134 H -5.68 6.35 0.41
135 H 1.35 1.08 -3.18
136 H -1.21 -1.90 4.51
137 H -3.68 -3.15 0.76
138 H 2.46 4.89 3.70
139 H 0.07 0.13 3.91
140 H 0.46 -4.80 -6.64
141 H -6.85 -5.33 -0.17
142 H 1.32 -6.50 -3.40
143 H -3.70 0.55 -1.43
144 H -2.96 -3.29 2.37
145 H -5.21 -6.87 -0.93
146 H 4.28 -0.21 0.22
147 H -2.19 4.06 6.04
148 H 5.15 2.11 -6.26
149 H -2.57 -9.41 -4.97
150 H -5.12 4.33 1.42
151 H 2.06 -3.78 1.50
152 H -0.01 -4.84 1.21
153 H 0.03 2.32 -5.65
154 H 2.74 8.02 -0.22
155 H -0.55 4.55 -0.10
156 H -6.40 -4.10 1.91
157 H 0.39 -8.82 -5.11
158 H 2.68 2.04 -6.08
159 H 4.72 -2.96 4.35
160 H 6.32 5.92 1.01
161 H -3.44 1.97 5.38
162 H 5.48 -1.48 0.08
163 H 4.96 5.43 3.06
164 H -5.09 8.25 -0.41
165 H -6.80 5.99 -0.76
166 H -2.48 1.36 2.63
167 H -6.43 8.02 -1.47
168 H -1.20 -10.17 -4.11
169 H -2.64 -5.44 6.33
170 H -1.46 -10.61 -5.74
171 H 2.18 -2.92 -3.69
172 H -5.32 -0.04 0.40
173 H 3.67 3.67 3.99
174 H 4.71 -1.93 -2.20
175 H -6.94 3.91 0.11
176 H 1.59 -2.31 2.42
177 H 1.95 -3.20 4.48
178 H -3.16 -4.55 -0.59
179 H 5.72 -4.42 3.95
180 H 2.78 6.33 1.72
181 H 4.25 4.32 -6.80
182 H 3.69 -3.12 0.03
183 H 2.75 3.50 2.57
184 H -5.05 -4.40 3.79
185 H 0.66 2.73 -3.13
186 H -2.70 -2.71 6.49
187 H 0.77 0.78 -5.58
188 H -0.78 -8.40 -6.43
189 H 5.05 7.56 2.69
190 H 2.67 2.99 -1.87
191 H -3.42 -6.91 5.53
192 H 5.65 4.58 -5.86
193 H 6.40 9.19 -1.93
194 H -2.38 -5.57 1.58
195 H -4.28 2.71 1.27
196 H -6.90 3.09 -1.55
197 H -2.56 2.92 4.20
198 H -4.64 -2.77 2.29
199 H 3.55 5.90 -5.14
200 H 4.70 -0.61 2.39
201 H 3.50 0.90 -4.89
202 H 3.20 -1.16 -1.88
203 H -3.63 -6.71 1.59
204 H -1.51 -1.95 7.64
205 H -4.77 7.76 -2.02
206 H -3.80 5.21 -1.06
207 H 1.75 4.63 -3.78
208 H 5.91 7.73 -2.65
209 H -2.65 -4.27 4.42
210 H -1.21 -4.73 -6.13
211 H 2.34 -1.96 0.41
212 H -2.65 -6.14 -0.98
213 H -1.75 2.68 7.10
214 H -1.10 -3.31 6.53
215 H 4.73 -0.23 -2.08
216 H 4.12 3.22 -2.86
217 H 3.71 -1.30 3.71
218 H -1.18 0.14 -4.02
219 H -0.16 -1.27 5.57
220 H -4.82 -6.20 3.41
221 H -0.62 -6.25 -6.89
222 H 1.52 -4.64 3.70
223 H -1.67 -0.19 2.85
224 H -0.72 -5.25 -2.73
225 H 3.59 -5.06 5.15
226 H -4.31 -5.45 5.91
227 H 3.50 -5.51 3.53
228 H -2.09 -7.00 -4.70
229 H 1.84 -4.24 -2.48

Computed properties:
total energy	-4747.17616	Eh
total charge	+3
lowest unoccupied orbital energy (alpha / beta)	-4.740 / -4.762	eV
expectation value of S²	0.7515
2S+1	2
maximum force	6.824	eV/A

Molecular formula: C7H6O
Method: DFT, ωB97M-V/def2-TZVPD

Positions of all 14 atoms, in Å:
1 O 1.45 -0.04 -2.05
2 C 0.22 0.66 1.04
3 C -0.08 -0.52 -0.14
4 C 0.45 1.51 -0.41
5 C 0.74 0.29 -1.18
6 C -0.88 1.60 0.18
7 C -1.28 0.25 0.29
8 C 0.29 -1.94 0.22
9 H 1.19 2.22 -0.36
10 H -0.24 -2.08 1.17
11 H -1.93 -0.06 1.09
12 H 0.17 -2.45 -0.73
13 H 1.38 -1.86 0.48
14 H -1.47 2.43 0.42

Computed properties:
total energy	-345.38096	Eh
lowest unoccupied orbital energy	0.916	eV
SMILES	C[C@@]12C(=O)[C@H]3[C@H]4[C@@H]1[C@@]432
ΔE to the lowest compared entry with this formula, charge and spin	3.925	eV
maximum force	5.425	eV/A

Molecular formula: C34H24N2OPS3Ti
Method: DFT, ωB97M-V/def2-TZVPD

Positions of all 66 atoms, in Å:
1 Ti -0.27 0.27 -0.18
2 S -0.84 -2.18 0.25
3 S 2.16 2.45 2.96
4 S 0.50 2.82 0.41
5 P -0.14 0.62 -2.69
6 O -2.05 0.57 -0.65
7 N -2.00 0.06 0.92
8 N 0.72 0.62 1.84
9 C -0.49 -0.89 -3.66
10 C -2.10 2.85 -5.58
11 C -0.10 -2.53 -5.39
12 C -2.68 3.84 -4.81
13 C -4.46 -0.95 1.78
14 C -2.52 3.84 -3.43
15 C 2.12 0.88 3.71
16 C 2.56 -0.90 5.24
17 C 2.76 0.42 4.85
18 C -1.23 -3.22 -4.99
19 C 4.27 -0.57 -0.32
20 C 2.05 1.64 -4.24
21 C 4.77 0.05 -1.43
22 C 2.48 0.53 -2.11
23 C 0.27 -1.36 -4.72
24 C 4.32 1.26 -3.55
25 C 1.09 -1.29 3.35
26 C -2.78 0.79 1.80
27 C 3.44 1.79 -4.45
28 C -1.62 -1.61 -3.25
29 C -1.34 1.86 -4.97
30 C 1.59 1.02 -3.11
31 C -4.06 0.35 2.12
32 C 1.93 -0.02 -0.90
33 C -1.99 -2.76 -3.92
34 C 3.87 0.62 -2.37
35 C -2.24 -1.32 0.93
36 C 1.05 1.88 1.72
37 C -1.76 2.85 -2.82
38 C 1.73 -1.74 4.49
39 C 2.88 -0.59 -0.06
40 C -3.48 -1.81 1.24
41 C 1.29 0.03 2.95
42 C -1.14 1.86 -3.59
43 H -2.24 2.83 -6.65
44 H -1.66 2.80 -1.74
45 H 1.35 2.03 -4.98
46 H 3.05 -1.28 6.13
47 H 1.17 -0.83 -5.02
48 H -2.40 1.76 2.09
49 H -4.71 0.99 2.69
50 H 3.80 2.29 -5.34
51 H 2.56 -1.06 0.86
52 H 1.59 -2.77 4.81
53 H -3.28 4.61 -5.28
54 H -2.18 -1.26 -2.38
55 H -2.86 -3.32 -3.59
56 H -3.68 -2.87 1.13
57 H 0.51 -2.90 -6.21
58 H 5.84 0.10 -1.62
59 H -2.99 4.59 -2.82
60 H 5.39 1.34 -3.72
61 H -1.52 -4.13 -5.51
62 H -0.90 1.06 -5.57
63 H 4.95 -1.02 0.40
64 H 3.40 1.07 5.43
65 H -5.44 -1.32 2.05
66 H 0.44 -1.92 2.74

Computed properties:
total energy	-3880.24940	Eh
total charge	-2
lowest unoccupied orbital energy (alpha / beta)	4.385 / 4.384	eV
expectation value of S²	0.7550
2S+1	2
ΔE to the lowest compared entry with this formula, charge and spin	1.662	eV
maximum force	1.729	eV/A

Question: The lowest total energy belongs to which entry?
Answer: C65H142F2N8O10S2

Question: The lowest maximum force belongs to which entry?
Answer: C2H14O4S

Question: Look up the total energy of the third one.
Answer: -322.44435 Eh

Question: Among the records above, which one has the lowest maximum force?
Answer: C2H14O4S